[1]
24
Properties=species:S:1:pos:R:3:forces:R:3 method="wB97M-V/def2-TZVPD" spin_multiplicity=2 energy_ha=-852.7886 e_above_lowest_kcal_mol=29.3 homo_lumo_gap_ev="10.36 / 8.85"
H -1.0796 -2.4932 1.5494 -0.4 0.3 -0.2
C -0.4894 -2.0692 0.7286 -1.1 -1.5 -0.1
C -0.7567 -0.5708 0.5995 1.2 0.0 0.4
C 0.1248 0.1136 -0.4683 -1.2 0.4 -0.5
C 0.0418 -0.5550 -1.8318 0.0 0.2 -0.1
C -0.2100 1.6049 -0.5736 -0.3 -1.3 -2.7
O -0.0428 2.2345 0.6322 0.1 1.5 1.8
N -0.3971 3.5322 0.4660 -1.0 4.6 0.3
O -0.2779 4.3038 1.4161 0.3 -2.4 -0.8
O -0.8352 3.9127 -0.6203 0.6 -1.2 1.0
O 1.4743 0.0487 -0.0142 1.7 0.5 -0.3
O 2.2640 0.7533 -0.8294 -0.4 -0.8 0.9
O -0.5333 0.0446 1.8488 0.7 0.4 0.3
O 0.8416 -2.3339 1.0262 2.1 -0.3 0.5
O 1.0741 -3.7891 1.0114 -0.9 0.8 -0.5
H -0.7215 -2.6187 -0.1904 -0.4 0.2 0.0
H -1.8151 -0.3952 0.3521 0.3 -0.3 -0.2
H -0.9806 -0.5638 -2.2070 0.0 0.0 0.0
H 0.6741 -0.0179 -2.5393 -0.1 0.0 0.0
H 0.4152 -1.5766 -1.7728 -0.1 0.0 0.1
H 0.4940 2.0925 -1.2628 -0.4 -0.5 -0.2
H -1.2367 1.7742 -0.9221 0.3 -0.4 -0.1
H 0.3324 0.5138 1.8203 -0.9 -0.7 0.3
H 1.6397 -3.9454 1.7815 -0.1 0.6 0.1

***

[2]
16
Properties=species:S:1:pos:R:3:forces:R:3 method="wB97M-V/def2-TZVPD" energy_ha=-417.0500 e_above_lowest_kcal_mol=129.3 homo_lumo_gap_ev=8.89
C 1.9630 -0.9847 -0.0577 1.1 -1.5 0.2
N 0.7439 -0.1456 0.0654 1.9 -0.2 -0.8
C 1.0147 1.3158 0.0202 -0.3 0.3 -0.6
C -0.5015 -0.6289 0.1119 -2.0 0.3 -0.7
C -1.5441 0.2677 -0.0073 0.2 -2.4 0.4
N -2.9238 -0.1213 -0.0221 -1.3 -0.2 0.6
O -3.8004 0.7746 0.0065 1.8 -1.2 -0.2
O -3.2223 -1.3339 -0.0157 0.7 1.5 -0.1
H 2.4520 -0.9034 0.9415 0.2 -0.1 -0.9
H 2.7434 -0.7056 -0.8995 -1.9 -0.1 1.6
H 1.8082 -2.1359 -0.1893 -0.4 2.2 0.1
H 0.7116 1.7825 1.0306 0.4 -0.4 -1.8
H 2.1075 1.4644 -0.1970 -1.1 -0.2 0.6
H 0.4844 1.8045 -0.8988 0.6 -0.8 1.8
H -0.7517 -1.7164 0.1779 0.7 1.0 -0.1
H -1.2848 1.2662 -0.0665 -0.6 1.8 -0.1

***

[3]
146
Properties=species:S:1:pos:R:3:forces:R:3 method="wB97M-V/def2-TZVPD" energy_ha=-2487.9437 e_above_lowest_kcal_mol=22.4 homo_lumo_gap_ev=9.06
C 4.4860 2.8816 4.1377 0.4 -0.2 0.5
O 5.2432 3.3445 3.0368 -0.7 0.2 0.0
C 4.4656 4.1150 2.1109 0.3 -1.0 -0.3
C 3.8276 3.2240 1.0325 -0.1 0.5 0.0
C 4.8737 2.4452 0.2652 0.4 -0.7 -0.1
N 3.0969 4.1038 0.0964 0.3 -0.5 0.2
H 5.1506 2.2930 4.7788 0.1 0.1 -0.2
H 3.6521 2.2151 3.8873 0.0 0.2 -0.3
H 4.1314 3.7199 4.7520 -0.2 0.0 -0.2
H 3.6462 4.6436 2.6102 0.3 0.3 0.2
H 5.1715 4.7886 1.6217 -0.2 0.2 0.1
H 3.1535 2.5357 1.5662 0.0 -0.1 -0.2
H 5.3551 1.6654 0.8661 0.0 0.3 0.2
H 5.6485 3.1071 -0.1281 0.0 0.1 0.1
H 4.4663 1.9036 -0.5924 -0.3 0.2 0.0
H 2.3269 3.5614 -0.3117 0.1 0.4 0.3
H 2.7244 4.9017 0.5997 -0.3 -0.1 -0.1
C -1.9355 -5.3700 1.4522 -1.1 -0.1 -0.3
O -0.9936 -5.2575 2.4824 0.4 0.2 -0.3
C -1.5836 -4.7223 3.6556 0.1 -0.6 0.0
C -0.5444 -4.5195 4.7307 0.1 0.9 0.0
C -1.2150 -3.9828 5.9839 0.0 0.1 0.1
N 0.4520 -3.5113 4.2537 -0.8 -1.1 0.2
H -1.5223 -5.7496 0.5175 0.5 0.0 0.3
H -2.4191 -4.4076 1.2196 0.2 0.0 0.1
H -2.7483 -6.0616 1.7298 0.1 0.1 0.1
H -2.0635 -3.7635 3.4318 -0.1 0.0 0.0
H -2.3250 -5.4534 4.0014 -0.2 0.2 0.1
H -0.0569 -5.4734 4.9686 -0.1 -0.1 -0.1
H -1.7945 -3.0780 5.7891 0.1 0.0 -0.2
H -0.4374 -3.6918 6.6909 -0.1 -0.2 0.2
H -1.8949 -4.7162 6.4198 0.2 -0.1 0.2
H 1.2781 -3.6752 4.8233 0.2 0.3 -0.4
H 0.6313 -3.8045 3.2947 0.6 0.3 0.1
C 0.3867 6.0473 -1.7853 0.0 1.0 -0.2
O -0.2165 5.4995 -0.6386 -0.1 -0.1 0.0
C -1.6184 5.3361 -0.7146 -0.3 -0.5 0.4
C -2.4193 6.6454 -0.7121 0.0 -1.0 -0.2
C -2.3939 7.3067 0.6490 0.2 0.8 -0.3
N -3.7980 6.3760 -1.1477 -0.2 -0.9 0.5
H 0.2528 7.1390 -1.8398 0.0 -0.1 0.2
H -0.0352 5.6868 -2.7314 0.1 -0.5 0.2
H 1.4551 5.8658 -1.6930 0.0 -0.2 -0.3
H -1.9246 4.7059 -1.5637 0.3 0.3 -0.3
H -1.8684 4.7088 0.1518 -0.1 0.3 0.2
H -1.9192 7.2753 -1.4534 -0.3 0.3 0.1
H -2.7552 8.3341 0.5522 0.0 0.0 0.1
H -1.3626 7.3494 1.0036 -0.1 0.0 0.1
H -3.0226 6.8294 1.4015 0.0 -0.3 -0.1
H -3.7887 5.6505 -1.8795 0.2 0.6 -0.1
H -4.2163 5.8311 -0.3821 -0.1 0.5 -0.1
C -2.4777 4.4328 -7.5123 0.0 -0.1 -0.2
O -2.2410 4.0579 -6.1777 -0.3 0.4 0.0
C -3.1551 3.1008 -5.7009 0.3 -0.8 -0.3
C -3.2063 3.1951 -4.2002 -0.2 -0.1 1.3
C -4.1391 2.1355 -3.6167 -0.1 0.1 0.1
N -3.6133 4.5350 -3.6852 0.1 -0.7 -1.1
H -3.4684 4.8849 -7.6383 0.1 0.1 0.1
H -2.4361 3.5757 -8.1957 0.2 0.0 0.1
H -1.7028 5.1494 -7.7680 0.0 0.0 -0.2
H -4.1571 3.1550 -6.1548 0.0 0.7 0.1
H -2.8044 2.1089 -6.0276 0.0 -0.1 0.3
H -2.2108 3.0047 -3.7804 0.1 0.1 -0.3
H -5.1234 2.1832 -4.0955 0.1 -0.1 0.0
H -4.2932 2.3070 -2.5506 0.1 0.1 0.0
H -3.7245 1.1299 -3.7104 -0.1 0.0 -0.2
H -4.5885 4.6491 -3.9765 0.2 0.3 0.1
H -3.0585 5.2040 -4.2282 -0.3 0.0 0.2
C -0.2824 -1.4131 1.7849 0.1 0.5 -0.4
O -0.8624 -0.3360 1.0785 -0.5 0.3 -0.2
C 0.0743 0.5844 0.5556 0.7 -0.4 0.7
C -0.5673 1.7656 -0.1512 0.0 -0.4 -1.0
C -1.4670 1.2518 -1.2745 -0.2 -0.4 0.0
N 0.5211 2.6110 -0.6792 -0.5 0.5 -0.4
H 0.4872 -1.9126 1.1750 -0.1 0.0 0.0
H -1.0973 -2.1086 1.9697 0.1 -0.1 0.3
H 0.1798 -1.0629 2.7125 -0.1 -0.2 0.1
H 0.7226 0.9657 1.3598 -0.1 0.0 0.0
H 0.7382 0.0156 -0.1122 0.0 0.3 -0.3
H -1.1935 2.3266 0.5477 0.3 0.1 0.2
H -2.2586 0.6397 -0.8301 0.0 0.0 -0.3
H -0.8906 0.6366 -1.9737 0.0 -0.2 0.2
H -1.9051 2.0199 -1.9154 0.0 0.3 0.4
H 0.1901 3.5841 -0.7015 0.3 -0.3 0.3
H 0.6394 2.4251 -1.6836 -0.1 -0.2 0.6
C -3.4317 -2.5654 -1.6938 -0.4 0.2 -0.5
O -2.6033 -2.6443 -2.8339 0.2 0.5 -0.3
C -1.8129 -3.8040 -2.9145 0.1 -0.6 0.4
C -0.7130 -3.8287 -1.8582 -0.2 0.3 0.6
C 0.1719 -2.5979 -1.9516 0.7 -0.6 -0.7
N 0.0996 -5.0331 -1.9864 -0.4 -0.4 0.1
H -4.0161 -1.6475 -1.7828 0.1 0.0 -0.1
H -2.8729 -2.4896 -0.7588 0.0 -0.3 0.1
H -4.1588 -3.3888 -1.7281 0.2 -0.1 0.5
H -2.4651 -4.6876 -2.8086 0.1 0.0 0.1
H -1.3488 -3.8959 -3.8979 -0.1 0.4 -0.1
H -1.2217 -3.7829 -0.8818 0.1 -0.1 0.0
H 0.5763 -2.5674 -2.9718 -0.2 0.3 0.0
H 1.0743 -2.7296 -1.3456 -0.2 0.1 0.3
H -0.3471 -1.6795 -1.7015 0.0 0.1 0.0
H 0.6663 -5.1698 -1.1461 0.1 0.1 -0.2
H -0.5251 -5.8411 -1.9710 0.2 0.1 -0.2
C 2.9277 -8.4080 4.0764 0.5 0.6 -0.4
O 2.6350 -7.8419 2.8060 0.1 -0.5 0.2
C 2.8734 -6.4580 2.7801 0.6 0.2 0.2
C 2.8085 -5.9799 1.3469 -0.7 0.5 -0.7
C 3.1750 -4.4923 1.2242 0.0 -0.6 0.4
N 1.4772 -6.1665 0.7305 -0.5 0.4 0.5
H 2.8440 -9.4890 4.0244 -0.5 0.0 0.0
H 2.2809 -7.9425 4.8284 0.0 -0.4 0.2
H 3.9809 -8.2064 4.3280 -0.2 0.1 0.1
H 2.1663 -5.9184 3.4291 -0.2 0.0 -0.2
H 3.8695 -6.2228 3.1986 0.0 -0.2 -0.1
H 3.5414 -6.5313 0.7506 -0.2 -0.2 0.1
H 4.2609 -4.4260 1.2286 0.0 0.4 0.0
H 2.7791 -3.9164 2.0629 0.1 0.0 0.1
H 2.7783 -4.0527 0.3114 0.1 -0.2 -0.2
H 1.0719 -7.0811 0.9263 0.5 0.0 0.0
H 0.8295 -5.5275 1.2183 0.4 -0.3 -0.2
C -4.1372 1.7282 2.0954 0.6 -1.1 0.6
C -5.3407 1.6136 1.1740 -0.2 0.8 0.7
O -6.4843 1.1185 1.8982 0.5 -0.5 -0.5
H -3.3196 2.3865 1.7983 -0.3 0.2 -0.3
H -3.6574 0.7472 2.2202 -0.1 0.0 -0.1
H -4.4369 1.9880 3.1116 -0.2 0.4 -0.2
H -5.1169 0.9931 0.3045 -0.1 0.1 -0.1
H -5.6438 2.6158 0.8633 0.0 -0.1 -0.3
H -6.3845 0.1582 1.9145 -0.2 0.2 0.2
C 2.3942 0.8079 -2.9596 -0.7 0.7 0.5
C 1.8368 1.6216 -4.1061 0.2 0.0 -0.5
O 0.7100 2.4243 -3.7053 0.3 -0.5 -0.1
H 2.5819 1.4829 -2.1201 0.4 -0.1 -0.1
H 3.2951 0.2908 -3.2739 0.1 0.0 0.1
H 1.6591 0.1027 -2.5677 0.0 -0.2 -0.3
H 1.5553 0.9396 -4.9210 -0.1 0.2 0.1
H 2.6160 2.2960 -4.4864 0.0 -0.1 0.0
H 0.3693 2.8294 -4.5088 -0.1 0.1 0.1
C 4.1213 -1.0725 1.6827 -0.3 -0.1 0.4
C 5.5046 -1.6848 1.7567 -0.3 -0.4 -0.3
O 5.5589 -2.6942 2.7655 -0.2 0.1 0.2
H 4.1511 -0.1901 1.0452 -0.2 0.0 0.0
H 3.7159 -0.8090 2.6649 0.4 0.2 0.0
H 3.3927 -1.7873 1.2979 0.1 0.0 -0.3
H 6.2662 -0.9230 1.9406 0.0 0.0 0.0
H 5.6787 -2.1538 0.7809 0.3 0.2 0.0
H 6.1118 -3.4157 2.4618 0.1 0.0 0.0